The following is a DFT calculation (wB97M-V/def2-TZVPD) of C37H23F5N2PPdSSe as an isolated structure.

Geometry as ORCA input:
```
! wB97M-V def2-TZVPD RIJCOSX def2/J DEFGRID3
* xyz -1 3
Pd -0.04484 -0.23253 0.26945
S 0.37356 3.35377 -2.96973
C -1.15637 3.75759 -2.25790
C -2.03620 4.79208 -2.56573
C -3.19629 4.90013 -1.82083
C -3.47808 3.99568 -0.78804
C -2.61157 2.96563 -0.48456
C -1.44308 2.85089 -1.23565
N -0.47813 1.88130 -1.03360
C 0.51325 2.01486 -1.85027
C 1.69049 1.12783 -1.80166
C 2.79541 1.38282 -2.61432
C 3.90881 0.56478 -2.54966
C 3.90069 -0.51076 -1.66475
C 2.79281 -0.75490 -0.86592
C 1.65075 0.05247 -0.90433
H -1.82340 5.49358 -3.36111
H -3.89594 5.69601 -2.03949
H -4.39321 4.10674 -0.22024
H -2.79330 2.24976 0.30823
H 2.79173 2.22760 -3.29520
H 4.76698 0.75932 -3.18029
H 4.76562 -1.16196 -1.60457
H 2.81981 -1.60552 -0.19090
F -2.01329 -7.24350 -1.46288
C -1.89429 -5.90702 -1.50258
C -2.69107 -5.15171 -2.34573
F -3.59132 -5.76206 -3.13034
C -2.55030 -3.77534 -2.37212
F -3.36302 -3.11668 -3.21237
C -1.63472 -3.08458 -1.58294
Se -1.52234 -1.17911 -1.68837
C -0.85602 -3.87694 -0.75662
F 0.07809 -3.33664 0.04758
C -0.97216 -5.25702 -0.70492
F -0.18821 -5.97209 0.11735
N -1.00357 0.47697 1.95962
P 0.19862 0.84747 2.88899
C 1.12110 -0.53040 3.66713
C 1.20124 -1.74781 2.99942
C 1.91480 -2.80729 3.53980
C 2.55367 -2.66620 4.76448
C 2.47345 -1.45966 5.44635
C 1.76200 -0.40036 4.89865
C -0.27434 1.85424 4.34751
C 0.24923 3.09648 4.67555
C -0.22604 3.79682 5.77960
C -1.23191 3.26105 6.56700
C -1.76704 2.01779 6.24607
C -1.29323 1.32661 5.14492
C 1.50318 1.85437 2.11606
C 1.08148 2.98129 1.40964
C 1.99120 3.76297 0.71872
C 3.33845 3.41713 0.71927
C 3.76815 2.30541 1.42602
C 2.85440 1.53059 2.13098
H 0.68054 -1.89560 2.05270
H 1.96013 -3.74709 3.00404
H 3.10446 -3.49477 5.19140
H 2.96081 -1.34069 6.40582
H 1.70712 0.53605 5.43981
H 1.04242 3.52874 4.07533
H 0.19376 4.76541 6.01958
H -1.60112 3.80772 7.42523
H -2.55692 1.59137 6.85129
H -1.72549 0.36626 4.88693
H 0.02408 3.22000 1.37442
H 1.64384 4.62149 0.15697
H 4.05023 4.00761 0.15554
H 4.81358 2.02516 1.41168
H 3.19561 0.64725 2.65714
*
```

Properties
- max |F| (Eh/bohr) = 0.020
- M (g mol⁻¹) = 839.0
- HOMO level (alpha / beta) (eV) = -3.95 / -4.29
- energy (a.u.) = -5301.47003
- orbital gap (alpha / beta) (eV) = 6.345 / 6.462